ORCA calculation (ωB97M-V/def2-TZVPD) on C44H26ClF9N2O3PRuS as an isolated structure.

## Properties
Gap between HOMO and LUMO (alpha / beta) ... 6.89 / 6.46 eV
Multiplicity ... 2
Lowest unoccupied orbital energy (alpha / beta) ... -1.0 / -1.4 eV
Max |F| ... 0.01783 hartree/bohr
Net charge ... 0
M ... 1001.249 g/mol
E_HOMO (alpha / beta) ... -0.290 / -0.288 Eh

Each line ends with the Löwdin charge.
Element x y z (Å)
Ru 0.0422 -0.3351 0.0907  1.04
Cl -3.6071 5.2705 2.9884  0.65
S -3.7356 0.5789 -0.6400  0.88
P -0.2042 -2.4659 0.9772  1.00
F -6.7729 -1.7041 2.0099  0.14
F -6.7746 -3.8441 1.7011  0.14
F 0.8651 -8.2251 -2.3061  0.14
F 1.5942 -6.8503 -3.8099  0.14
F 3.4713 -3.5503 6.4719  0.14
F -6.7847 -2.5121 0.0006  0.14
F 1.8089 -2.4825 7.3463  0.15
F 1.6932 -4.6255 7.0797  0.14
F 2.8966 -7.4976 -2.2069  0.14
O -0.7010 0.3112 1.8309  -0.25
O -0.7124 -1.1453 -3.2432  0.03
O -1.5750 -0.8494 -1.2024  -0.24
N -0.0562 1.5524 -0.7083  -0.02
N 1.5807 -0.4333 -1.3943  -0.01
C -6.2764 -2.6790 1.2323  -0.58
C -2.0032 -2.7154 1.1447  -0.33
C -4.0566 -2.0119 2.1916  0.00
C 0.3590 -3.8912 -0.0161  -0.33
C 1.5930 -2.1241 3.0457  -0.07
C 0.2658 -3.7818 -1.4036  -0.09
C 3.1827 -1.4670 -2.8313  -0.03
C 1.6319 -7.1365 -2.5005  -0.59
C -2.7273 3.8197 2.6104  -0.67
C -1.3663 2.5241 1.0888  -0.16
C -2.6834 2.7750 3.5386  -0.09
C -1.3272 1.4493 2.0130  -0.34
C 1.0016 2.6072 -4.1535  -0.05
C 0.4438 -2.7995 2.6435  -0.35
C -3.0225 -0.6119 -3.0397  -0.16
C 1.5420 -3.2759 5.1442  -0.12
C 2.1471 -2.3634 4.2919  0.00
C 2.1285 -3.4903 6.5123  -0.59
C -4.7744 -2.6892 1.2185  -0.13
C 0.8708 -5.0600 0.5448  -0.05
C -2.0747 3.6970 1.4167  -0.07
C 2.1378 0.5868 -3.5178  -0.15
C -5.2950 0.1508 -2.8077  -0.12
C -4.5545 -0.7946 -4.8972  -0.08
C -2.7345 -3.4101 0.1876  -0.05
C 1.4468 0.5899 -2.2962  -0.16
C 0.3889 -3.9456 4.7626  0.01
C -1.9936 1.6269 3.2445  0.00
C 0.6687 -4.8308 -2.2179  0.01
C 1.1797 -5.9849 -1.6473  -0.12
C 2.4235 -1.4067 -1.6510  -0.11
C -5.5548 -0.2265 -4.1127  -0.08
C -4.1188 -3.3956 0.2222  0.00
C 3.0233 -0.4851 -3.7648  0.01
C -3.2990 -0.9853 -4.3519  -0.02
C 0.3261 2.6236 -2.9161  0.01
C -0.7111 2.5301 -0.1887  -0.07
C 1.9001 1.6240 -4.4484  -0.02
C -4.0168 -0.0150 -2.2521  -0.59
C -0.1583 -3.7059 3.5120  -0.07
C -1.6562 -0.8844 -2.4944  -0.58
C 0.5574 1.6502 -1.9819  -0.18
C -2.6726 -2.0219 2.1506  -0.08
C 1.2832 -6.1029 -0.2675  0.00
H -0.7722 3.4716 -0.7315  0.12
H -2.2309 -3.9437 -0.6074  0.11
H 3.5680 -0.5140 -4.7007  0.12
H -0.0771 -4.6498 5.4379  0.12
H -6.0781 0.5808 -2.1971  0.10
H -2.4967 -1.4335 -4.9243  0.12
H -6.5492 -0.0844 -4.5177  0.10
H -0.1080 -2.8745 -1.8671  0.08
H -1.9443 0.8149 3.9583  0.12
H -3.1969 2.8807 4.4850  0.11
H 1.6879 -7.0065 0.1702  0.13
H 0.9585 -5.1595 1.6186  0.10
H -4.7610 -1.0954 -5.9159  0.10
H 0.7926 3.3868 -4.8735  0.11
H 2.0439 -1.3967 2.3810  0.10
H -2.1078 4.5107 0.7027  0.11
H 2.4943 -2.1902 -0.9096  0.11
H 2.4218 1.6115 -5.3967  0.12
H 3.8541 -2.2989 -2.9891  0.11
H 3.0415 -1.8409 4.6049  0.13
H -0.3972 3.4058 -2.7313  0.11
H -4.6868 -3.9124 -0.5402  0.13
H -2.1111 -1.4636 2.8871  0.10
H -4.5747 -1.4560 2.9608  0.12
H 0.5901 -4.7371 -3.2924  0.13
H -1.0639 -4.2198 3.2132  0.12